{"formula": "C12H32N3O7PSi2", "method": "ωB97M-V/def2-TZVPD", "orbital_gap_ev": 9.6, "e_lumo_ev": 0.345, "total_charge": 0, "fmax_ev_per_a": 6.45, "symbols": ["N", "C", "C", "Si", "C", "O", "C", "O", "C", "C", "O", "O", "Si", "C", "C", "O", "C", "N", "P", "O", "H", "H", "H", "H", "H", "H", "H", "H", "H", "H", "H", "H", "H", "H", "H", "H", "H", "H", "H", "H", "H", "H", "H", "H", "H", "C", "C", "O", "N", "C", "H", "H", "H", "H", "H", "H", "H"], "positions_angstrom": [[7.7318, -0.7694, -1.0293], [7.3603, 0.2887, -0.2333], [5.9980, 0.3828, 0.6723], [4.3483, 0.2072, -0.3262], [4.0600, -1.7273, -0.5141], [2.9512, -2.1599, 0.3503], [1.6718, -2.0733, -0.3704], [1.4750, -3.0866, -1.4185], [0.1151, -2.9740, -1.9939], [-0.0369, -1.7525, -3.1028], [1.2821, -1.2900, -3.6160], [3.0706, 0.8441, 0.6848], [2.2222, 2.1980, -0.0273], [0.4716, 1.6068, -0.6955], [-0.3299, 0.9611, 0.6187], [-0.2724, 1.8316, 1.8071], [-1.8561, 0.4690, 0.2781], [-2.8970, 1.5661, 0.2571], [3.3561, 3.3985, -1.4663], [2.7377, 3.0831, -2.9220], [6.9793, -1.4926, -0.9667], [8.1136, 1.2100, -0.1477], [5.9167, 1.4092, 1.2675], [5.9493, -0.4578, 1.5188], [4.4000, 0.7203, -1.6853], [5.0366, -2.3499, -0.2854], [3.8129, -1.9394, -1.6627], [0.8198, -2.2425, 0.4411], [1.4488, -1.0217, -0.8531], [-0.6249, -2.8523, -1.0745], [-0.1778, -3.9650, -2.5710], [-0.5103, -0.8448, -2.5188], [-0.7671, -2.0966, -3.9823], [1.0976, -0.4736, -4.1880], [1.8862, 3.1110, 1.0964], [-0.1111, 2.6080, -0.9447], [0.5552, 0.8652, -1.5962], [0.2778, -0.0238, 0.9092], [-1.1748, 1.9842, 2.2136], [-1.8538, -0.0799, -0.7654], [-2.1693, -0.3661, 1.0704], [-3.2224, 1.7788, -0.7279], [-3.7361, 1.2341, 0.8178], [3.0582, 4.8079, -1.2364], [4.7685, 3.1268, -1.5330], [-6.1603, -1.6349, 2.5836], [-6.1595, -0.3686, 1.7738], [-5.3745, -0.1884, 0.8450], [-7.0646, 0.5999, 2.0931], [-8.0608, 0.5821, 3.1369], [-5.3837, -2.3080, 2.2089], [-5.9453, -1.4096, 3.6315], [-7.1266, -2.1377, 2.4918], [-6.9998, 1.4205, 1.5016], [-9.0419, 0.7062, 2.6711], [-7.8701, 1.4285, 3.8018], [-8.0454, -0.3437, 3.7125]], "forces_ev_per_a": [[-2.165, 4.099, 3.407], [0.807, -2.375, -1.176], [0.750, 0.577, 0.883], [-0.296, -1.876, 2.415], [0.303, -0.394, -1.644], [-1.478, -0.055, -2.694], [-1.402, 0.391, 0.873], [-0.992, 0.959, 0.326], [0.026, -0.220, -0.303], [-0.525, 0.758, 0.778], [-2.139, 0.543, -0.363], [0.939, 1.244, -3.022], [-1.779, -2.325, 2.541], [-0.737, 0.905, 0.891], [0.162, -1.537, -0.115], [-1.099, -0.564, -0.974], [0.014, -0.997, -0.390], [-0.392, -1.057, -0.011], [-1.569, 0.070, -6.255], [1.568, 0.597, 3.895], [0.600, 0.606, -0.008], [-1.724, -2.148, -0.365], [0.534, -2.038, -1.288], [0.303, 1.682, -1.924], [-0.079, 0.608, -0.274], [-2.095, 1.117, -0.160], [0.412, 0.228, 2.418], [1.917, 0.260, -1.401], [0.987, -1.795, 0.891], [1.187, -0.003, -2.097], [1.091, 1.860, 1.505], [0.610, -1.692, -1.317], [1.637, 0.725, 1.937], [0.325, -1.756, 1.266], [0.308, 0.005, -0.211], [1.143, -2.084, 0.041], [-0.398, 1.485, 1.700], [-1.336, 2.025, -0.598], [1.303, -0.407, -1.278], [0.289, 0.927, 1.998], [0.726, 1.914, -1.566], [0.560, -0.523, 1.791], [1.354, 0.520, -1.377], [0.798, -0.865, 0.482], [-0.439, 0.599, 0.695], [0.133, -0.241, 0.000], [0.126, 0.526, -0.496], [-0.182, -0.110, 0.382], [0.598, -0.499, -0.283], [-0.124, 0.434, -0.147], [-0.170, 0.275, -0.006], [-0.176, -0.111, -0.033], [0.068, 0.034, 0.198], [-0.045, -0.202, 0.158], [-0.083, -0.078, 0.307], [-0.227, -0.166, 0.168], [0.074, 0.147, -0.171]]}

=====

{"formula": "C12H32O12S4", "method": "ωB97M-V/def2-TZVPD", "orbital_gap_ev": 11.3, "e_lumo_ev": 0.336, "total_charge": 0, "smiles": "CCOS(C)(=O)=O.CCOS(C)(=O)=O.CCOS(C)(=O)=O.CCOS(C)(=O)=O", "e_above_lowest_kcal_mol": 81.4, "fmax_ev_per_a": 5.54, "symbols": ["C", "C", "O", "S", "C", "O", "O", "H", "H", "H", "H", "H", "H", "H", "H", "C", "C", "O", "S", "C", "O", "O", "H", "H", "H", "H", "H", "H", "H", "H", "C", "C", "O", "S", "C", "O", "O", "H", "H", "H", "H", "H", "H", "H", "H", "C", "C", "O", "S", "C", "O", "O", "H", "H", "H", "H", "H", "H", "H", "H"], "positions_angstrom": [[-5.6295, -6.1322, -2.6609], [-4.4018, -6.0738, -1.7867], [-3.2746, -5.3592, -2.4688], [-3.3946, -3.7326, -2.3340], [-1.7158, -3.4041, -1.6283], [-3.5293, -3.3064, -3.6995], [-4.3338, -3.2850, -1.3142], [-6.0486, -5.1863, -3.0040], [-6.3595, -6.6132, -2.0098], [-5.4617, -6.7386, -3.5509], [-4.6492, -5.7230, -0.7847], [-4.1073, -7.1126, -1.6377], [-0.9456, -3.6580, -2.3567], [-1.7115, -4.1554, -0.8386], [-1.7127, -2.3801, -1.2548], [-1.1144, 0.7387, -1.5586], [0.3326, 1.2937, -1.5623], [0.7022, 1.6585, -0.2139], [2.3068, 1.6414, 0.1558], [2.3542, 2.4940, 1.9342], [2.6738, 0.2489, 0.3719], [3.0126, 2.5887, -0.7285], [-1.9078, 1.4642, -1.3786], [-1.2763, -0.0622, -0.8371], [-1.2536, 0.1571, -2.4699], [1.0512, 0.6203, -2.0296], [0.5111, 2.1832, -2.1666], [1.8217, 1.9102, 2.6850], [1.9220, 3.4942, 1.9064], [3.3848, 2.6824, 2.2348], [1.8549, 7.5561, -0.3669], [2.7839, 6.3110, -0.5449], [4.1282, 6.9119, -0.4386], [5.4402, 5.9317, -0.0926], [5.4060, 4.8815, -1.6408], [6.6517, 6.6774, -0.1361], [5.0066, 5.0544, 1.0474], [2.1350, 8.3924, -1.0073], [2.1268, 7.9880, 0.5962], [0.7816, 7.4629, -0.2007], [2.6610, 5.7159, 0.3600], [2.4439, 5.8067, -1.4494], [5.4170, 5.4366, -2.5787], [4.5777, 4.1923, -1.4761], [6.3537, 4.3462, -1.6989], [-2.8662, -3.4222, 4.3820], [-2.3865, -3.2410, 2.9422], [-1.1089, -2.8973, 3.1228], [-0.2075, -2.5666, 1.7543], [1.4674, -2.1797, 2.7029], [0.0893, -3.8217, 1.0117], [-0.7205, -1.3192, 1.1662], [-3.9538, -3.4312, 4.4537], [-2.5282, -2.6426, 5.0648], [-2.4699, -4.3911, 4.6859], [-2.5423, -4.1010, 2.2909], [-2.9595, -2.5574, 2.3158], [2.2902, -1.7858, 2.1062], [1.6541, -3.1456, 3.1724], [1.2288, -1.4152, 3.4422]], "forces_ev_per_a": [[-0.249, -0.022, 0.030], [0.233, -0.359, -0.822], [-1.594, 0.347, 1.909], [1.206, 0.251, 0.046], [-1.560, -0.896, -0.570], [-0.012, 0.334, 0.652], [0.672, -0.964, -1.074], [0.239, 0.180, 0.314], [-0.381, -0.138, -0.302], [0.035, -0.092, 0.108], [0.420, 0.734, -0.211], [0.690, 0.157, -0.200], [-0.153, 0.279, -0.003], [0.337, 0.389, 0.223], [0.130, -0.198, -0.089], [0.792, -0.545, -0.038], [-0.379, 0.141, -0.452], [1.700, 0.085, 1.035], [-0.254, 1.588, 1.863], [-0.541, -0.188, -1.371], [0.059, 1.582, -0.846], [-1.082, -2.187, 1.011], [0.268, 0.162, -0.343], [0.549, 0.295, 0.561], [-0.227, 0.628, -0.508], [-0.086, -0.693, 0.560], [-0.746, 0.279, -0.048], [0.069, -0.292, -0.402], [-0.307, -0.176, -0.537], [0.197, -0.607, -0.508], [1.212, 0.631, 1.389], [-1.230, 1.864, 1.593], [1.145, -0.971, -0.413], [-3.190, -3.196, -0.648], [0.515, 0.180, 1.206], [-0.484, 0.548, 0.743], [1.489, 2.437, -2.561], [-0.375, -0.387, -0.659], [0.302, -0.084, 0.328], [-0.009, -0.686, -0.905], [-0.016, -0.474, -0.407], [1.223, -0.288, -0.216], [-0.642, 0.476, 0.401], [0.054, 0.068, -0.388], [-0.040, -0.215, 0.588], [-0.853, -0.594, -0.513], [-3.903, -0.508, -0.308], [5.059, 1.247, -1.893], [3.034, 0.319, 0.748], [-2.204, -0.289, -0.148], [-1.550, 2.745, 1.169], [0.341, -2.550, 0.423], [-0.025, -0.224, -0.090], [0.262, 0.035, -0.333], [-0.119, 0.101, 0.435], [0.465, -0.987, 0.538], [-0.028, 1.123, 0.568], [-0.479, -0.408, -0.624], [0.250, 0.206, -0.057], [-0.229, -0.193, 0.046]]}

=====

{"formula": "C12H33AsF6N3O11S2Sr", "method": "ωB97M-V/def2-TZVPD", "orbital_gap_ev": 2.7, "e_lumo_ev": 5.519, "total_charge": -3, "fmax_ev_per_a": 8.35, "symbols": ["Sr", "S", "O", "O", "O", "O", "S", "O", "O", "O", "O", "As", "F", "F", "F", "F", "F", "F", "C", "C", "C", "O", "C", "N", "H", "H", "H", "H", "H", "H", "H", "H", "H", "H", "H", "C", "C", "C", "O", "C", "N", "H", "H", "H", "H", "H", "H", "H", "H", "H", "H", "H", "C", "C", "C", "O", "C", "N", "H", "H", "H", "H", "H", "H", "H", "H", "H", "H", "H"], "positions_angstrom": [[-0.2456, 0.4130, 0.2981], [2.6139, 2.4685, -0.3523], [4.0288, 2.2404, -0.7596], [2.0096, 1.4250, 0.3979], [3.0315, 3.4882, 0.5680], [1.8224, 2.9846, -1.4355], [-1.2346, 1.6956, -3.1487], [-1.0618, 3.1282, -3.1643], [0.0155, 1.3002, -3.8182], [-1.1984, 1.1899, -1.7994], [-2.4076, 1.3441, -3.8774], [2.1247, -2.9717, 1.5846], [1.6762, -3.6800, 0.0293], [3.7439, -2.4821, 0.9299], [2.5048, -2.2365, 3.1652], [0.4818, -3.4428, 2.2836], [2.8173, -4.5859, 2.0946], [1.3707, -1.4238, 1.0688], [-0.4400, 1.6945, 5.1417], [-0.7239, 1.6052, 3.6069], [-0.1816, 2.7926, 2.7423], [-0.7702, 2.6513, 1.4410], [-0.4810, 3.8632, 0.7249], [0.0186, 0.4322, 3.1462], [0.6344, 1.6279, 5.3130], [-0.9420, 0.9257, 5.7290], [-0.7896, 2.6601, 5.5071], [-1.7989, 1.6088, 3.4268], [0.9073, 2.8005, 2.6936], [-0.5775, 3.7097, 3.1785], [-0.6737, 3.6692, -0.3303], [0.5396, 4.2398, 0.6566], [-1.0332, 4.7019, 1.1487], [-0.3488, -0.3803, 3.6206], [0.9407, 0.4843, 3.5551], [-3.0984, -2.1595, 2.1791], [-2.9105, -2.0926, 0.6612], [-3.5858, -0.8937, 0.0759], [-2.9752, 0.3447, 0.4095], [-3.6114, 1.5069, -0.1558], [-1.4727, -2.1213, 0.4000], [-2.7447, -3.0646, 2.6729], [-4.1692, -2.2618, 2.3553], [-2.8624, -1.2254, 2.6889], [-3.3210, -2.9988, 0.2157], [-4.6336, -1.0372, 0.3398], [-3.5310, -0.9127, -1.0126], [-2.9314, 2.3581, -0.1215], [-4.6120, 1.6371, 0.2564], [-3.6287, 1.3098, -1.2277], [-1.1922, -2.9749, 0.8614], [-1.4899, -2.5892, -0.4949], [0.1946, -2.0942, -2.7769], [1.4951, -1.4398, -2.3706], [2.3599, -1.3286, -3.6356], [3.6979, -0.8799, -3.3022], [4.5080, -1.2485, -4.4232], [1.2572, -0.1680, -1.7628], [-0.3482, -2.5776, -1.9647], [0.3020, -2.9683, -3.4191], [-0.5786, -1.5449, -3.3141], [2.0456, -2.1491, -1.7526], [1.7607, -0.7891, -4.3691], [2.4505, -2.2611, -4.1926], [5.5005, -0.7988, -4.4523], [4.0479, -0.7529, -5.2780], [4.4035, -2.3325, -4.4683], [2.1498, 0.1476, -1.4108], [1.1502, 0.4193, -2.5774]], "forces_ev_per_a": [[0.952, 0.311, -1.200], [6.829, 4.353, -2.019], [0.352, -3.899, -2.763], [-2.980, -4.307, 2.175], [-2.406, 4.764, 4.806], [-1.875, -0.378, -0.941], [4.567, 3.397, -2.949], [-1.617, 3.075, 1.254], [0.628, -2.847, -1.068], [-1.278, -1.804, 3.875], [-3.282, -2.018, -1.009], [0.531, 0.360, -0.069], [0.149, 0.249, 1.136], [-2.185, -0.722, 0.941], [-0.224, -0.765, -1.163], [1.639, 0.163, -0.670], [-0.849, 1.764, -0.344], [0.895, -1.586, 0.559], [-0.457, 1.234, -0.803], [1.765, 0.631, 0.672], [-1.302, -1.037, 0.783], [1.155, 0.977, 1.039], [-0.046, 0.383, -1.476], [-1.099, -0.707, -0.346], [0.013, 0.042, 0.048], [-0.042, -0.211, -0.251], [0.028, 0.166, 0.310], [-0.036, -0.654, -0.189], [0.156, 0.070, -0.199], [0.183, 0.405, 0.089], [-0.562, 0.087, -0.110], [0.701, -0.965, 0.723], [-0.702, -0.047, 0.023], [-0.299, -0.517, -0.172], [0.545, 0.235, -0.525], [-1.764, -0.049, 0.041], [0.929, 0.036, 1.693], [0.178, 0.638, -1.454], [-0.315, -0.253, 1.696], [0.620, -1.108, -1.246], [-0.523, -1.096, -0.788], [0.854, 0.244, -0.167], [-0.489, 0.143, -0.027], [0.647, -0.166, -0.048], [-0.741, 0.035, -0.041], [-0.481, 0.799, 0.278], [-0.092, -0.408, -0.372], [-0.156, -0.079, 0.684], [0.005, 0.241, 0.216], [-0.479, 0.157, -0.292], [0.962, 0.206, 1.211], [0.746, 0.923, -1.225], [-1.398, -1.443, -0.388], [0.499, -1.326, -1.207], [-0.008, -0.165, 0.438], [-0.516, -0.156, -1.048], [-1.341, 1.171, 0.388], [1.084, -0.672, 0.153], [0.237, 0.350, 0.578], [0.746, -0.240, -0.363], [0.446, 0.996, 0.137], [-0.159, 0.196, 0.557], [0.527, 1.430, -0.066], [0.113, -0.934, 0.504], [0.231, -0.475, 0.948], [-0.220, -0.429, -0.643], [0.830, -0.198, -0.600], [0.354, 0.138, 0.521], [-1.174, 1.291, -0.237]]}

=====

{"formula": "C12H33BMnO7", "method": "ωB97M-V/def2-TZVPD", "s_squared": 8.7553, "orbital_gap_ev": [3.4, 3.4], "spin_multiplicity": 6, "e_lumo_ev": [4.674, 4.664], "total_charge": -2, "e_above_lowest_kcal_mol": 24.0, "fmax_ev_per_a": 3.42, "symbols": ["Mn", "C", "C", "O", "H", "H", "H", "H", "H", "O", "C", "C", "O", "H", "H", "H", "H", "B", "H", "H", "H", "H", "C", "O", "C", "C", "O", "C", "H", "H", "H", "H", "H", "H", "H", "H", "H", "H", "C", "O", "C", "C", "O", "C", "H", "H", "H", "H", "H", "H", "H", "H", "H", "H"], "positions_angstrom": [[-0.8683, 0.6448, -0.5449], [-2.1705, -0.4565, 2.6180], [-0.6354, -0.3171, 2.5146], [-0.1235, -0.0766, 1.2933], [-2.4795, -0.4154, 3.6738], [-2.5047, -1.4159, 2.2155], [-2.6458, 0.3762, 2.0970], [-0.1505, -1.2096, 2.9792], [-0.3756, 0.5077, 3.2516], [3.7832, -0.4399, -1.5237], [3.1264, 0.0941, -2.5597], [1.6669, 0.7002, -2.4063], [1.0523, 0.7896, -1.1788], [3.0728, -0.6301, -3.4260], [3.7724, 0.9464, -2.9366], [1.0242, 0.1217, -3.1243], [1.7367, 1.7322, -2.8418], [-2.5456, -0.6178, -1.3150], [-1.5503, -0.5252, -1.9800], [-3.1342, 0.4423, -1.3186], [-3.2349, -1.5094, -1.7505], [-2.1253, -0.9333, -0.2425], [-1.0453, 3.2032, 1.6279], [-1.7084, 2.2970, 0.7829], [-2.8540, 2.7863, 0.1105], [-2.3809, 3.3086, -1.2560], [-1.4811, 2.3736, -1.7812], [-1.2512, 2.4943, -3.1603], [-0.6784, 4.1123, 1.1411], [-0.1962, 2.6377, 2.0152], [-1.6942, 3.4659, 2.4735], [-3.3630, 3.5851, 0.6608], [-3.5093, 1.9316, -0.0362], [-1.9452, 4.3098, -1.1098], [-3.2460, 3.4644, -1.9175], [-2.1668, 2.3962, -3.7502], [-0.5485, 1.7019, -3.4330], [-0.6821, 3.4002, -3.4092], [0.4473, -2.7241, -1.0274], [1.4232, -2.3970, -0.0971], [2.0077, -3.5140, 0.4823], [3.1501, -3.0406, 1.3584], [2.7818, -1.9211, 2.1272], [3.0594, -2.0614, 3.4855], [-0.4051, -3.2156, -0.5287], [0.8548, -3.3496, -1.8456], [0.0602, -1.8522, -1.5553], [2.4391, -4.1442, -0.3147], [1.2714, -4.0476, 1.1108], [4.0469, -2.7834, 0.7823], [3.4937, -3.8834, 1.9894], [2.8147, -1.1285, 3.9865], [4.1207, -2.3069, 3.6796], [2.4937, -2.9067, 3.9141]], "forces_ev_per_a": [[3.059, -0.904, 1.236], [0.224, -0.263, 0.370], [0.382, 0.487, 0.363], [-0.832, 0.370, -0.388], [0.016, -0.026, -0.006], [-0.109, 0.161, -0.236], [-0.080, -0.133, -0.124], [-0.255, -0.095, 0.003], [-0.056, -0.057, -0.080], [-0.340, -0.366, 0.268], [1.498, -0.027, 0.590], [-0.702, 0.322, -0.143], [-0.677, -0.061, -0.026], [-0.316, 0.102, -0.264], [-0.385, 0.286, -0.538], [0.052, -0.007, -0.028], [0.063, -0.095, -0.227], [-0.869, -0.634, -0.441], [0.294, 0.087, -0.941], [-0.234, 0.082, 0.040], [-0.063, -0.067, -0.079], [-0.295, -0.138, 0.707], [0.404, -0.421, 0.597], [-0.765, 0.430, 0.110], [0.522, 0.190, -0.694], [-0.730, 0.400, 0.488], [-0.507, 0.960, -0.105], [1.139, -0.408, -0.531], [-0.132, -0.070, -0.252], [0.048, 0.086, -0.059], [-0.035, 0.108, -0.082], [0.033, -0.055, 0.115], [-0.090, 0.011, 0.095], [0.418, -0.165, -0.201], [0.002, -0.219, -0.036], [-0.099, 0.131, 0.119], [-0.269, -0.168, 0.143], [-0.441, 0.268, 0.159], [-0.274, -0.180, -0.514], [0.084, 0.187, -0.091], [0.170, 0.771, -0.102], [0.849, -0.150, 0.014], [-0.044, -0.102, 0.428], [0.216, -0.557, -0.128], [0.015, -0.153, -0.209], [-0.036, -0.280, 0.301], [0.303, 0.270, 0.523], [-0.180, -0.410, 0.245], [0.004, -0.258, -0.217], [-0.345, 0.257, -0.383], [-0.357, 0.055, 0.134], [-0.140, 0.007, 0.021], [0.016, 0.223, -0.093], [-0.156, 0.220, 0.154]]}

=====

What is the formula in the first record? C12H32N3O7PSi2